1.
A cluster of 2 separate species, C6H5N3O4 in total at a distorted geometry. Source: the OMol25 dataset; level of theory: the ωB97M-V functional and the def2-TZVPD basis.

Calculated values
2S+1 = 1
Relative energy (zero: lowest compared OMol25 entry of this formula, charge and spin) = 0.749 eV
Total charge = -2
Kohn-Sham gap = 0.271 Ha

Cartesian coordinates (Å):
C  2.8927  -1.0112  -1.1026
C  0.8387  -0.6223  -0.7474
C  -2.1439  1.2468  -0.6285
C  -2.2690  -0.9587  0.8064
C  1.1424  0.8770  1.2041
C  -1.8770  -0.2843  -0.4373
N  1.6705  -1.3042  -1.5623
N  2.9330  -0.1997  -0.0650
N  1.5962  0.0405  0.1364
O  -1.7299  2.0052  0.2589
O  -1.7087  -1.3805  1.7934
O  -2.7643  1.5308  -1.6651
O  -3.4956  -0.9333  0.4564
H  3.7996  -1.4023  -1.5462
H  1.1183  0.3218  2.1488
H  1.8160  1.7332  1.3129
H  0.1303  1.2175  0.9723
H  -1.9494  -0.8763  -1.3351

Atomic forces in eV per Å
0.40 0.18 0.29
-2.02 0.30 -0.06
0.28 -0.09 -0.21
-0.29 0.02 -0.10
-0.12 0.14 0.40
0.29 0.25 -0.46
-0.26 -0.26 -0.28
0.25 0.17 0.24
0.76 -0.38 -0.49
0.18 0.10 0.56
0.33 -0.15 0.40
-0.18 -0.25 -0.34
-0.09 -0.01 0.07
0.09 0.03 0.04
0.02 0.04 -0.05
-0.07 -0.07 -0.06
0.11 0.01 0.05
0.31 -0.03 0.00

=====

2.
A structure of composition C6H5NO at a distorted geometry. Source: the OMol25 dataset; level of theory: the ωB97M-V functional and the def2-TZVPD basis.

Calculated values
2S+1 = 1
Relative energy (zero: lowest compared OMol25 entry of this formula, charge and spin) = 3.611 eV
Kohn-Sham gap = 0.344 Ha

Cartesian coordinates (Å):
C  -0.8264  -2.1476  -0.6881
C  -0.0922  -1.0296  -0.1617
C  0.4066  -0.5963  1.0629
C  0.8868  0.8210  0.8136
C  -0.4627  1.2702  0.0954
C  0.1297  0.2132  -0.8692
H  0.6439  -1.2789  1.7763
H  1.3222  1.5609  1.6506
H  -0.4168  2.3241  -0.3353
H  -1.2859  0.8648  0.5282
H  -0.1637  0.1028  -1.9353
N  -1.5346  -2.8754  -1.3999
O  1.3931  0.7708  -0.5374

Atomic forces in eV per Å
-4.05 -3.84 -4.55
0.88 -0.04 3.48
0.08 -1.54 -2.94
-1.86 2.05 0.90
1.96 1.61 -1.47
-1.68 2.18 -3.44
0.39 -1.33 2.71
-0.44 -2.18 -2.18
-0.40 -1.40 0.86
-3.03 0.05 1.41
0.66 0.82 0.44
4.78 4.63 5.00
2.71 -1.02 -0.22

=====

3.
A structure of composition C6H5NO at a distorted geometry. Source: the OMol25 dataset; level of theory: the ωB97M-V functional and the def2-TZVPD basis.

Calculated values
2S+1 = 1
Relative energy (zero: lowest compared OMol25 entry of this formula, charge and spin) = 4.551 eV
Kohn-Sham gap = 0.371 Ha

Cartesian coordinates (Å):
C  -1.6897  0.6445  1.4478
C  -0.4855  0.0825  0.6500
C  0.9391  -0.6254  0.7092
C  1.0258  0.4060  -0.5399
C  0.1515  -0.3555  -1.4339
C  -1.0154  -0.2850  -0.7183
H  2.0154  -0.2516  1.4228
H  0.9855  -1.6643  0.4276
H  1.8611  0.9949  -0.9428
H  0.5584  -0.6057  -2.4037
H  -1.9327  -0.7768  -0.8023
N  -2.5282  1.1536  2.0679
O  0.1148  1.2828  0.1157

Atomic forces in eV per Å
1.13 -0.85 1.38
-2.17 3.28 -0.70
3.91 2.76 1.21
0.56 -0.08 0.90
-2.03 1.14 -0.86
2.23 -3.55 -1.09
-4.06 -1.28 -1.24
-0.08 -0.27 0.34
0.20 -0.89 0.38
-0.94 -0.41 -0.21
-1.32 -0.52 -0.67
1.00 -0.78 -1.04
1.57 1.46 1.60

=====

4.
A structure of composition C6H5NO at a distorted geometry. Source: the OMol25 dataset; level of theory: the ωB97M-V functional and the def2-TZVPD basis.

Calculated values
2S+1 = 1
Relative energy (zero: lowest compared OMol25 entry of this formula, charge and spin) = 0.928 eV
Kohn-Sham gap = 0.360 Ha

Cartesian coordinates (Å):
C  -1.4855  -0.6663  -1.3833
C  -0.3589  0.7837  -0.5333
C  1.0081  1.3028  1.0362
C  1.3458  -0.0496  1.1770
C  0.6427  -1.0768  0.4162
C  -0.2574  -0.5801  -0.4588
H  -2.4244  -0.9979  -0.8808
H  -1.4352  -1.0804  -2.3718
H  1.4225  2.2036  1.5877
H  2.1361  -0.3899  1.7902
H  0.7572  -2.0251  0.8591
N  0.0747  1.8266  0.1675
O  -1.4257  0.7494  -1.4058

Atomic forces in eV per Å
0.04 -0.66 1.46
-1.97 2.30 -0.21
0.51 1.78 0.27
-1.28 0.33 -1.61
0.70 2.08 2.02
0.44 -1.60 -0.05
0.74 0.14 -0.26
0.35 -0.34 -0.40
0.13 -1.89 -0.12
0.54 0.07 0.86
0.09 -1.47 -0.47
0.30 -3.12 -0.80
-0.60 2.37 -0.69

=====

5.
A cluster of 2 separate species, C6H5NOS in total at a distorted geometry. Source: the OMol25 dataset; level of theory: the ωB97M-V functional and the def2-TZVPD basis.

Calculated values
2S+1 = 1
Relative energy (zero: lowest compared OMol25 entry of this formula, charge and spin) = 3.871 eV
Kohn-Sham gap = 0.292 Ha

Cartesian coordinates (Å):
C  2.5232  -0.1135  -0.7480
C  0.1853  -0.2677  -0.5414
C  -0.6752  0.4894  -2.8655
C  -0.8892  -0.6624  0.1559
C  -0.8920  -0.5450  1.6446
C  -0.2344  0.4535  2.2326
N  1.3707  -0.0584  -0.4024
O  -0.0691  -0.2428  -3.5325
S  -1.6248  1.5820  -2.2847
H  3.3297  0.0332  -0.1399
H  -1.7533  -0.9927  -0.3342
H  -1.6326  -1.2418  2.0923
H  -0.1108  0.5455  3.2628
H  0.4724  1.0205  1.4605

Atomic forces in eV per Å
-0.12 0.20 -1.91
-4.72 -1.50 1.22
0.18 -0.35 -1.77
2.20 0.91 0.69
-1.33 -0.06 -0.85
1.82 -0.17 -3.29
2.33 0.12 -0.60
-0.15 0.28 0.96
-0.21 0.35 0.31
1.97 0.27 1.83
-1.12 -0.43 -0.63
0.80 0.64 0.27
0.02 0.44 1.48
-1.66 -0.70 2.29

=====

6.
The ion C6H5O3S with charge -1 at a distorted geometry. Source: the OMol25 dataset; level of theory: the ωB97M-V functional and the def2-TZVPD basis.

Calculated values
2S+1 = 1
Relative energy (zero: lowest compared OMol25 entry of this formula, charge and spin) = 2.504 eV
Total charge = -1
SMILES string = O=C1O[C@]12CC=C([O-])CS2
Kohn-Sham gap = 0.235 Ha

Cartesian coordinates (Å):
C  1.8840  -0.4111  -0.3508
C  -2.7282  0.2945  -0.1853
C  1.0902  -1.2525  0.6833
C  -0.0840  1.0756  -0.1450
C  1.1456  0.6949  -0.7722
C  -1.3041  0.0414  -0.0979
O  -2.2462  0.2144  1.0451
O  2.9822  -0.8951  -0.6951
O  -3.7933  0.4810  -0.7103
S  -0.6508  -1.6466  0.0903
H  1.7616  -2.1785  0.8759
H  0.7796  -0.8098  1.6302
H  0.2135  1.1068  0.8752
H  -0.5828  1.9241  -0.6451
H  1.5325  1.3609  -1.5983

Atomic forces in eV per Å
-1.43 0.40 0.34
-0.48 -0.19 -0.19
0.22 -1.03 0.09
-2.82 -0.41 -0.55
2.74 -0.08 -2.79
2.94 -1.71 0.30
-1.35 1.35 0.62
0.44 0.19 -0.27
0.92 -0.12 0.35
0.19 -0.47 -1.04
-1.71 1.20 -0.38
0.87 0.39 0.21
-0.97 1.08 1.51
0.78 0.38 0.92
-0.35 -0.96 0.89